A structure of composition C22H19BrN6NaOS at a distorted geometry, computed with the ωB97M-V functional and the def2-TZVPD basis.

Element x y z (Å)
Na  0.289  0.396  -2.600
N  -0.590  3.286  -1.257
N  -0.084  4.315  -0.458
C  1.219  4.662  -0.590
N  1.684  5.584  0.312
S  2.223  4.049  -1.736
H  -1.594  3.381  -1.354
H  -0.346  2.358  -0.910
H  -0.507  4.474  0.459
H  1.013  6.176  0.778
H  2.543  6.031  0.029
Br  -3.088  -0.428  7.100
C  -1.745  -1.455  6.203
C  -1.952  -1.834  4.885
C  -0.951  -2.487  4.210
C  0.284  -2.761  4.834
C  0.424  -2.445  6.195
C  -0.578  -1.787  6.873
N  1.252  -3.494  4.219
N  1.538  -3.440  2.991
C  1.274  -2.392  2.169
C  1.127  -1.042  2.533
C  0.885  -0.059  1.608
C  0.699  -0.331  0.229
O  0.326  0.555  -0.596
C  0.935  -1.703  -0.186
N  0.815  -1.994  -1.492
C  0.942  -3.241  -1.878
C  1.192  -4.305  -1.005
C  1.329  -4.028  0.330
C  1.224  -2.703  0.776
H  -2.884  -1.617  4.384
H  -1.097  -2.792  3.184
H  1.353  -2.689  6.687
H  -0.453  -1.520  7.913
H  1.229  -0.769  3.575
H  0.792  0.975  1.924
H  0.832  -3.426  -2.939
H  1.267  -5.317  -1.374
H  1.505  -4.800  1.062
C  -1.707  2.166  -7.092
C  -1.802  0.805  -6.874
C  -1.317  0.257  -5.694
C  -0.725  1.016  -4.681
C  -0.652  2.388  -4.945
C  -1.127  2.958  -6.118
H  -2.082  2.604  -8.011
H  -2.257  0.170  -7.629
H  -1.406  -0.818  -5.564
H  -0.205  3.045  -4.207
H  -1.046  4.027  -6.278

Computed properties:
- max |F| (Eh/bohr) = 0.038
- orbital gap (Ha) = 0.2063
- lowest unoccupied orbital energy (eV) = 1.77
- ΔE to the lowest compared entry with this formula, charge and spin (kJ/mol) = 23.6
- net charge = -1